C18H31BF9O14SZr as an isolated structure in a non-equilibrium geometry, computed with wB97M-V/def2-TZVPD.

The geometry in ORCA input format:
```
! wB97M-V def2-TZVPD RIJCOSX def2/J DEFGRID3
* xyz -1 1
Zr -0.41 2.38 -0.93
B 0.49 0.98 0.56
H 1.14 0.35 1.31
H -0.28 0.33 0.03
H -0.03 1.82 1.13
H 1.23 1.50 -0.13
O -1.63 1.07 -2.18
C -0.83 0.18 -2.92
C 0.47 0.85 -3.42
O 1.08 1.74 -2.50
H -1.36 -0.39 -3.70
H -0.64 -0.65 -2.21
H 0.26 1.57 -4.23
H 1.14 0.08 -3.85
O -0.12 4.11 0.25
C 1.10 4.61 0.59
C 2.00 4.55 -0.59
O 1.66 3.46 -1.37
H 1.63 4.04 1.37
H 0.95 5.61 1.01
H 3.07 4.42 -0.32
H 2.02 5.49 -1.18
C -5.94 0.18 -0.57
C -4.78 1.16 -0.50
O -4.39 1.36 0.87
C -3.18 1.69 1.19
O -2.29 1.89 0.42
C -2.92 1.61 2.72
F -2.53 2.82 3.14
F -4.02 1.29 3.39
F -1.96 0.73 2.96
H -6.25 -0.15 -1.56
H -6.77 0.68 -0.06
H -5.70 -0.60 0.16
H -5.12 2.15 -0.83
H -3.91 0.84 -1.08
C -5.51 -3.63 -1.36
C -4.24 -3.05 -1.99
O -3.44 -2.48 -0.96
C -2.38 -3.07 -0.47
O -1.93 -4.12 -0.83
C -1.67 -2.27 0.64
F -1.97 -2.77 1.85
F -0.36 -2.24 0.51
F -2.11 -1.00 0.61
H -6.13 -2.84 -0.94
H -5.23 -4.26 -0.52
H -6.01 -4.17 -2.16
H -4.53 -2.20 -2.62
H -3.78 -3.75 -2.68
C 2.06 -1.75 -1.13
C 3.42 -1.59 -1.79
O 4.29 -0.94 -0.85
C 4.61 0.33 -1.11
O 4.08 1.07 -1.86
C 5.73 0.84 -0.19
F 6.67 1.47 -0.90
F 5.23 1.73 0.68
F 6.27 -0.15 0.53
H 1.49 -0.81 -1.13
H 2.19 -2.07 -0.10
H 1.47 -2.43 -1.75
H 3.41 -1.02 -2.72
H 3.86 -2.55 -2.08
C 3.10 -1.06 4.40
C 3.24 -0.33 3.06
O 4.54 -0.72 2.56
S 4.88 -2.19 3.06
O 6.27 -2.40 3.20
O 4.08 -3.13 2.34
O 4.15 -2.03 4.51
H 2.20 -1.69 4.38
H 3.01 -0.45 5.29
H 3.31 0.74 3.20
H 2.53 -0.75 2.35
*
```

- HOMO energy (eV) = -3.9
- gap between HOMO and LUMO (eV) = 5.90
- maximum force (hartree/bohr) = 0.12125

Atomic partial charges in e from the Löwdin method, atoms 1 to 2: number 1, Zr, carries 1.885; number 2, B, carries -0.472